The following is a DFT calculation (the ωB97M-V functional and the def2-TZVPD basis) of C16H20N2O in the gas phase in a non-equilibrium geometry.

Each line ends with the natural charge from an NBO analysis.
Geometry (Å):
C: -1.0994 0.1413 0.4901  0.2991
H: -0.6208 5.3383 -1.9283  0.4820
H: 3.5963 1.9900 -0.5954  0.2258
H: 0.7884 -3.7433 0.1237  0.2024
C: -3.1794 -0.2456 1.7859  -0.3871
H: -1.5732 -3.9749 0.3597  0.2059
C: 0.8272 1.5222 -0.8611  -0.1212
H: -3.2039 0.2800 2.6522  0.1969
C: 0.1892 -0.4465 0.3120  -0.0794
C: -1.4391 1.4699 0.0291  -0.3580
H: 0.5059 -1.4820 3.1123  0.2191
C: 1.0742 -1.9928 2.3024  -0.5987
H: 2.1323 3.8515 -2.8936  0.2192
H: -3.6059 0.3934 0.9906  0.2060
H: -2.4582 1.8760 0.1901  0.2244
C: 1.7774 2.1757 -1.6186  0.0978
H: 2.1042 -1.7006 2.3436  0.2159
H: -3.0527 -3.0120 0.5493  0.2149
H: 2.1177 -0.2914 -0.4272  0.2152
H: -3.8165 -1.1543 1.8674  0.2006
C: 0.3180 -1.8437 0.9321  -0.0874
H: 0.5116 -2.5906 -1.1485  0.2191
O: -0.0247 5.0635 -2.5338  -0.6446
C: 1.4342 3.3242 -2.2987  -0.3483
C: -1.9830 -3.0307 0.2624  -0.6134
C: 3.2289 1.8297 -1.5856  -0.6431
C: 0.9728 -2.7606 -0.1502  -0.5949
C: -0.4357 2.1597 -0.6628  0.1986
N: -1.8241 -0.7246 1.2305  -0.4432
C: 0.2033 3.8578 -2.0663  0.5114
H: 3.9058 2.4893 -2.2095  0.2204
N: -0.7708 3.3535 -1.2780  -0.5301
H: 1.2126 -3.0726 2.5013  0.2076
H: -1.9142 -2.7810 -0.8277  0.2093
H: 3.4154 0.7965 -1.8444  0.2165
H: 2.0016 -2.6934 -0.2115  0.2115
C: 1.2015 0.2793 -0.2754  -0.1713
H: -1.3765 -2.5489 2.1990  0.1996
C: -1.1404 -2.1024 1.1830  0.0015

Forces on atoms 1 to 2 (eV/Å):
C 0.3 1.8 -0.1
H -3.7 2.3 2.6

**HOMO level**: -0.2605 Ha
**Structure (SMILES)**: Cc1cc(O)nc2cc3c(cc12)C(C)(C)[C@H](C)N3C
**Energy above the lowest of the compared OMol25 structures with the same formula, charge and spin**: 54.8 kcal per mole
**Largest force on an atom**: 5.85 eV/Å

***

The following is a DFT calculation (the ωB97M-V functional and the def2-TZVPD basis) of 5 unconnected molecules or ions with the total composition C12H32F6N4O4P in a non-equilibrium geometry.

Each line ends with the natural charge from an NBO analysis.
Geometry (Å):
H: 2.0550 0.5752 -2.2504  0.2990
H: 4.7962 2.8999 -1.7643  0.4399
H: 1.3253 -0.4605 4.2462  0.2265
H: 5.4228 4.2375 -3.5508  0.2498
H: -7.4853 -2.9590 0.8059  0.2962
H: -2.5392 -3.0507 -0.6486  0.2290
H: 6.0674 2.1267 -2.2987  0.4577
H: -8.1236 -1.7945 -0.4181  0.2575
C: 2.6191 2.6192 3.4818  0.7128
H: -7.6057 -1.2181 1.1632  0.2750
C: -4.5235 0.2682 -1.0121  -0.4398
F: -0.7881 -0.5596 -1.1177  -0.6119
H: 6.2573 2.8588 -4.3185  0.2577
H: 4.5687 3.1369 3.3494  0.2537
H: 0.6881 0.5995 2.9037  0.2765
C: 1.1650 0.5537 3.8830  -0.4240
C: 4.2001 1.1918 -2.8475  0.7080
H: 0.0744 -2.7193 -2.3445  0.2398
H: -2.4362 -4.0466 0.9804  0.2498
H: 3.0793 1.1865 -1.0450  0.2493
O: 1.7688 3.1496 2.8763  -0.4030
H: 3.1160 0.6183 3.1079  0.4396
H: -2.4543 -2.3321 1.0077  0.2509
H: 3.1227 0.9181 4.6917  0.4493
F: -0.7685 -0.4083 1.1088  -0.6119
C: -0.0792 -4.1649 -0.7527  0.7002
O: 4.5573 0.2798 -3.4927  -0.4064
H: -0.3886 -4.3728 -2.8749  0.2890
F: -0.0406 1.6743 -1.2474  -0.5682
H: 3.6177 4.4150 4.0568  0.2869
H: 3.9839 3.1620 5.1593  0.2680
F: 1.1624 -0.1005 -0.1429  -0.5992
O: 0.1363 -5.2307 -0.2915  -0.4294
H: 0.5916 1.0477 4.6626  0.2493
C: 2.8796 1.2716 -2.1187  -0.7745
N: -0.6847 -3.1723 0.2211  -0.5928
H: 2.3134 2.2002 -2.2521  0.2723
N: 2.5985 1.1141 3.8377  -0.5921
C: -2.2016 -3.1775 0.3723  -0.4012
H: -0.1611 -3.3076 1.0859  0.4436
H: -4.0804 0.6385 -0.0931  0.2714
H: -6.3001 -0.4483 -1.7987  0.4525
H: -3.8882 -0.4150 -1.5677  0.2417
C: 0.1985 -3.7915 -2.1705  -0.7482
F: -1.8122 1.2768 -0.0372  -0.5964
H: -0.4330 -2.2483 -0.1438  0.4646
C: 5.3398 3.1953 -3.8476  -0.4111
H: -6.5732 0.3709 -0.4913  0.4508
N: 5.1130 2.3755 -2.5812  -0.5911
H: 1.2769 -3.8974 -2.3046  0.2827
O: -5.0019 -2.0117 0.3914  -0.4667
H: -4.5626 1.1419 -1.6660  0.2532
N: -5.9046 -0.3162 -0.8598  -0.5879
P: -0.2962 0.6211 -0.0618  2.5975
C: -6.0229 -1.5899 -0.0353  0.7260
H: 4.4829 3.0532 -4.4999  0.2443
F: 0.1809 1.6373 1.0685  -0.5734
C: -7.4040 -1.9637 0.3837  -0.7317
C: 3.8006 3.3421 4.1022  -0.7517

Forces on atoms 1 to 2 (eV/Å):
H 0.9 -0.8 -0.9
H -0.5 0.4 -0.4

**HOMO level**: -0.6721 Ha
**Energy above the lowest of the compared OMol25 structures with the same formula, charge and spin**: 0.0 kcal per mole
**Charge**: +3
**Largest force on an atom**: 2.97 eV/Å

***

The following is a DFT calculation (the ωB97M-V functional and the def2-TZVPD basis) of 2 unconnected molecules or ions with the total composition C2H7NO2S in a non-equilibrium geometry.

Each line ends with the natural charge from an NBO analysis.
Geometry (Å):
H: 0.6766 -0.8843 2.9054  0.1163
C: -1.7758 0.2029 0.2691  -0.2531
H: -1.7683 -0.6150 -0.4420  0.1869
C: 0.6927 -0.1027 -1.6864  -0.2611
N: 0.5129 0.4608 0.9976  -0.1242
H: -0.2483 -0.3377 -2.0893  0.1525
O: -0.8174 -0.0471 1.2652  -0.3817
H: 1.6437 -0.2633 -2.4112  0.1791
H: -2.6492 0.1341 0.8882  0.2042
O: 0.9336 -0.6444 -0.4650  -0.5399
H: 0.6876 1.0369 -1.6281  0.1694
H: -1.5453 1.1294 -0.1929  0.1939
S: 1.4462 0.1127 2.2456  0.3578

Forces on atoms 1 to 2 (eV/Å):
H 0.8 0.9 -0.9
C 0.7 -1.0 0.3

**HOMO level (spin up / spin down)**: -0.3245 / -0.3243 Ha
**Energy above the lowest of the compared OMol25 structures with the same formula, charge and spin**: 151.8 kcal per mole
**Largest force on an atom**: 5.06 eV/Å

***

The following is a DFT calculation (the ωB97M-V functional and the def2-TZVPD basis) of 9 unconnected molecules or ions with the total composition C48H34O33 in a non-equilibrium geometry.

Each line ends with the Löwdin charge.
Geometry (Å):
O: -1.1722 1.6126 2.2012  0.0662
H: 1.0657 -4.0086 -1.1470  0.0598
C: 0.5412 -1.6703 -3.7264  -0.3303
C: -1.9201 5.0214 5.8211  0.0620
H: -2.2360 4.5489 6.7394  0.1287
H: 0.6617 0.6650 1.9442  0.0662
O: -5.9529 -2.6721 -1.7513  -0.0259
H: -5.1061 1.8717 -5.0017  0.1156
C: -2.6994 3.3852 -1.6937  -0.2997
C: -0.7565 -1.4102 -4.3817  -0.1562
H: -0.2094 -2.1593 -0.0203  0.1097
O: -0.6695 4.7025 -2.2607  0.0438
C: 3.2728 -3.8748 -0.7761  -0.2872
H: -1.9067 -0.1444 -5.5984  0.1193
C: -1.8433 3.5651 -4.0927  0.0883
H: -0.8015 6.8318 2.4855  0.1237
O: 0.4585 -9.0842 -2.9676  0.0973
C: 0.7911 2.1468 6.8885  0.0679
H: 6.1672 -2.2064 2.1793  0.1027
C: -0.8505 7.0191 4.6784  -0.3109
C: 1.1564 -0.3441 6.4482  -0.3274
C: -2.2494 -1.6447 -0.3359  -0.2367
H: 1.6785 -3.0584 2.1710  0.1381
C: -0.9165 -0.3080 -5.1994  0.0915
C: 2.9664 3.1491 -2.4623  -0.2498
H: 2.4649 1.6685 -5.7652  0.1187
O: -4.3765 -0.4560 -0.7414  0.0816
O: -5.0030 1.7508 -4.0549  0.1125
C: 3.8148 -2.6695 1.8476  -0.3386
C: 1.3684 0.1166 5.1242  0.0597
H: 5.5688 -0.1561 -0.9328  0.1116
O: 6.2194 1.7785 -1.5263  0.1181
C: -3.7957 2.5999 -2.2345  0.0720
O: 0.9434 3.7302 5.1445  0.1306
H: -0.4862 7.5954 6.8656  0.1067
C: 3.9997 0.7809 -1.3607  -0.1921
H: -0.0723 -6.9461 -3.8691  0.1325
O: -2.6125 3.6677 -0.4807  0.0847
H: 2.5070 -0.9687 -3.4309  0.1347
H: -4.5507 2.2538 -1.5441  0.1290
H: 1.5153 4.1865 -2.9571  0.0883
H: -0.9206 5.1809 -1.4672  0.1125
H: -3.4644 1.3899 0.7000  0.1251
C: 0.8981 0.8732 7.3462  -0.1805
C: -1.8360 5.1809 3.3030  -0.1792
H: -1.2751 -2.9688 -3.4516  0.0324
C: -1.7291 -6.2207 -0.9418  -0.2052
C: 1.4021 0.3903 -4.6965  -0.1573
O: -0.5580 -9.5609 -0.3996  0.0909
O: -2.1818 4.5899 2.1129  0.0680
C: -1.1345 6.3458 3.3907  0.0769
C: -0.5000 -6.9475 -2.8774  0.1008
H: 1.8853 2.6990 3.3109  0.1153
O: 0.8765 0.6060 8.6751  0.0993
C: -2.9530 2.7571 -4.6231  -0.3002
O: -1.7124 -2.3841 -4.0749  0.0823
C: -1.5001 0.6227 1.4116  -0.2103
O: 6.1178 -2.5857 1.2987  0.0678
H: -2.6018 3.7346 2.2291  0.0789
H: -2.1102 -7.6591 0.5565  0.1420
O: 3.0186 -4.3083 -1.8810  0.1261
C: 0.9298 2.5819 5.5150  -0.3280
C: 0.1490 0.7294 -5.4366  -0.2551
C: 1.5659 -0.7279 -3.9029  0.0711
C: -1.6038 -7.4019 -0.3622  0.0775
O: 2.5004 1.2013 -4.9273  0.0802
O: 0.7999 2.3324 -1.7450  0.0938
C: -0.9586 -1.4346 0.2626  0.0945
H: 1.9749 0.2747 -1.0170  0.1259
C: 1.2899 1.3990 4.6384  -0.1479
C: -3.9535 2.4007 -3.5688  -0.2287
O: 0.6918 -2.7222 -3.1109  0.1093
O: -1.1735 -4.6727 -2.6842  0.1013
C: -3.1455 -0.4714 -0.0991  -0.1783
H: -6.2154 -2.6561 -2.6716  0.0486
O: -3.0991 3.4804 4.4558  0.0958
C: 4.6347 -3.4838 -0.3304  0.0776
C: -1.2305 6.2052 5.8722  -0.2389
O: -2.5381 -2.6627 -1.0070  0.0769
H: 5.4935 -3.6532 -0.9630  0.1413
O: -0.0886 1.8706 -5.9154  0.0755
H: 4.9807 3.6104 -2.9272  0.1335
O: -2.5012 -5.2411 -0.3163  0.0779
O: 3.9818 -2.2654 2.9781  0.1309
C: 2.6531 0.9907 -1.4572  0.0344
O: 1.7255 1.7547 3.3765  0.0638
C: -2.7955 0.5420 0.6946  0.0772
O: -0.3558 8.1209 4.8518  0.1055
O: 4.6233 -0.3205 -0.9591  0.1163
C: 5.0167 1.8560 -1.7366  -0.2926
C: 2.1922 -3.6268 0.2604  -0.1678
C: 4.3048 2.9452 -2.4103  0.0762
C: 2.0598 2.2557 -1.7447  -0.2962
C: -1.7288 3.8928 -2.7134  -0.1367
O: -3.1546 2.6371 -5.8475  0.0935
O: 0.9151 -3.9680 -0.1998  0.0516
H: 0.4640 2.9178 7.5705  0.1341
C: -2.3852 4.4801 4.5338  -0.3088
C: 4.8283 -2.8946 0.8337  -0.2188
H: -6.0922 -3.5787 -1.4776  0.0487
C: -0.7998 -8.4668 -0.9544  -0.2896
H: 0.6223 -9.8767 -2.4512  0.1132
H: 0.8362 -0.3397 8.8356  0.1121
O: 1.2027 -1.5389 6.6891  0.1288
C: -1.1680 -5.7956 -2.1934  -0.2777
O: 2.4704 4.2830 -2.9490  0.1335
H: -1.0256 3.8544 -4.7361  0.1142
C: -0.5850 -0.4109 1.0596  -0.2299
H: -4.4771 -1.2774 -1.2282  0.0594
C: 2.4957 -3.1535 1.4714  0.0730
H: 1.9143 -0.6196 4.5528  0.1300
O: 0.6724 -0.1641 1.4604  0.1076
C: -0.2681 -8.1541 -2.3015  -0.2274
H: -2.4332 -4.3900 -0.7551  0.0357
O: -0.9081 6.7510 7.0407  0.1101

Forces on atoms 1 to 2 (eV/Å):
O -1.2 -4.3 -3.3
H -0.3 -0.3 -1.0

**HOMO level**: -0.3391 Ha
**Structure (SMILES)**: O=C1C=C(O)C(=O)C=C1O.O=C1C=C(O)C(=O)C=C1O.O=C1C=C(O)C(=O)C=C1O.O=C1C=C(O)C(=O)C=C1O.O=C1C=C(O)C(=O)C=C1O.O=C1C=C(O)C(=O)C=C1O.O=C1C=C(O)C(=O)C=C1O.O=C1C=C(O)C(=O)C=C1O.O
**Largest force on an atom**: 5.80 eV/Å